1.
# C3H12N2O2

C3H12N2O2 as an isolated structure (the ωB97M-V functional and the def2-TZVPD basis, OMol25).

XYZ file:
```
19
Properties=species:S:1:pos:R:3
C 0.920 -1.834 0.280
C -0.061 -0.753 0.507
C -0.455 0.006 -0.627
N -1.163 1.134 -0.555
N -0.391 -0.358 1.729
H 1.774 -1.746 0.945
H 0.509 -2.842 0.207
H 1.272 -1.585 -0.733
H -0.216 -0.420 -1.623
H -1.012 1.626 0.407
H -0.931 1.769 -1.317
H -0.546 0.696 1.860
H -0.989 -0.886 2.354
H 1.354 -0.995 -3.427
H 2.860 0.936 -1.229
O 1.169 -0.933 -2.482
H 2.209 0.765 -0.938
H -0.583 2.995 1.649
O -0.738 2.075 1.434
```

Kohn-Sham gap = 5.17 eV
E_LUMO = -2.78 eV

***

2.
# C3H9N5

One molecule with the formula C3H9N5 (the ωB97M-V functional and the def2-TZVPD basis, OMol25).

XYZ file:
```
17
Properties=species:S:1:pos:R:3
C 0.825 1.568 -0.896
C 0.922 0.723 0.143
N -0.276 0.364 0.977
N -0.786 1.213 1.979
C -1.154 -0.509 0.245
N -1.145 -0.560 -1.191
N -0.240 -1.309 -0.533
N 0.801 -1.947 -1.155
H 1.697 2.125 -1.223
H -0.087 1.711 -1.461
H 1.853 0.630 0.696
H -0.854 0.697 2.855
H -0.124 1.986 2.099
H -1.989 -0.993 0.739
H -1.898 -1.075 -1.643
H 1.677 -1.681 -0.701
H 0.778 -2.944 -0.931
```

Kohn-Sham gap = 8.26 eV
E_LUMO = 1.04 eV

***

3.
# C11H23AsCrIN4O2S5Se

C11H23AsCrIN4O2S5Se as an isolated structure (the ωB97M-V functional and the def2-TZVPD basis, OMol25).

XYZ file:
```
49
Properties=species:S:1:pos:R:3
Cr 0.191 0.894 -1.340
S 3.296 2.859 0.639
As 2.649 2.855 -1.419
S 2.353 0.696 -1.953
S 0.442 3.185 -1.611
S 3.803 3.943 -2.742
N 0.281 1.241 3.656
C 0.547 2.497 2.862
C 0.041 2.288 1.455
N 0.668 1.135 0.798
C 0.463 -0.078 1.583
C 0.964 0.069 3.010
H -0.732 1.078 3.664
H 0.585 1.349 4.624
H 1.626 2.661 2.855
H 0.037 3.319 3.364
H 0.273 3.180 0.872
H -1.039 2.141 1.456
H 1.681 1.381 0.733
H 0.988 -0.905 1.110
H -0.602 -0.334 1.572
H 2.031 0.292 3.033
H 0.757 -0.816 3.612
Se -0.814 0.556 -3.624
C -2.017 -0.733 -3.105
N -2.790 -1.524 -2.760
N -4.008 0.708 -0.942
C -2.962 1.447 -0.564
O -1.800 1.028 -0.612
C -3.239 2.858 -0.091
I -3.898 2.829 1.950
H -3.817 -0.172 -1.425
H -4.926 1.111 -1.010
H -4.040 3.343 -0.638
H -2.324 3.440 -0.136
O 0.174 -1.241 -0.992
S 0.828 -2.071 -2.108
C 2.292 -2.823 -1.324
C 1.998 -4.303 -1.073
C 0.484 -4.430 -0.914
C -0.100 -3.616 -2.059
H 2.422 -2.247 -0.409
H 3.150 -2.629 -1.965
H 2.542 -4.662 -0.199
H 2.327 -4.897 -1.928
H 0.160 -4.005 0.039
H 0.149 -5.467 -0.949
H -1.148 -3.330 -1.970
H 0.054 -4.100 -3.025
```

Kohn-Sham gap (spin up / spin down) = 5.60 / 5.62 eV
E_LUMO (spin up / spin down) = -1.08 / -1.08 eV
multiplicity = 2

***

4.
# C60H40AsCl5N4O2PTi

C60H40AsCl5N4O2PTi as an isolated structure (the ωB97M-V functional and the def2-TZVPD basis, OMol25).

XYZ file:
```
114
Properties=species:S:1:pos:R:3
Ti 0.640 0.841 -0.636
C 0.343 -3.921 2.625
C 0.587 -4.327 1.365
C 2.743 -1.935 1.406
C 1.720 -1.096 1.679
C 0.698 -1.382 2.686
C 0.176 -2.554 3.106
N 1.681 0.175 1.049
C 2.857 0.915 1.298
C 3.632 0.853 2.453
C 4.743 1.676 2.584
C 5.104 2.552 1.562
C 4.349 2.612 0.399
C 3.233 1.793 0.279
N 2.358 1.760 -0.797
N 2.737 2.515 -1.876
C 1.967 2.187 -2.877
C 2.095 2.823 -4.163
C 1.397 2.350 -5.217
C 0.509 1.244 -5.041
C 0.335 0.760 -3.788
N 1.004 1.214 -2.690
H 0.260 -4.682 3.396
H 0.777 -5.377 1.169
H 3.399 -1.637 0.590
H 0.353 -0.496 3.212
H -0.482 -2.472 3.969
H 3.363 0.178 3.255
H 5.335 1.627 3.490
H 5.972 3.189 1.671
H 4.596 3.279 -0.414
H 2.780 3.656 -4.238
H 1.498 2.811 -6.192
H -0.059 0.836 -5.864
H -0.386 -0.029 -3.597
O -3.160 -0.225 -1.396
C -2.043 -0.687 -1.427
O -1.005 -0.193 -0.808
C -1.799 -1.995 -2.166
C -2.960 -2.675 -2.546
C -2.898 -3.896 -3.187
C -1.659 -4.467 -3.451
C -0.508 -3.804 -3.072
C -0.549 -2.554 -2.444
P 1.054 -1.852 -1.847
C 2.208 -1.933 -3.256
C 1.915 -2.318 -4.560
C 2.880 -2.221 -5.553
C 4.144 -1.736 -5.257
C 4.440 -1.329 -3.962
C 3.474 -1.414 -2.974
C 1.487 -3.276 -0.757
C 2.708 -4.054 -0.934
C 3.553 -4.497 0.014
C 3.528 -4.274 1.455
C 3.105 -3.162 2.082
C 0.601 -3.400 0.248
H -3.906 -2.206 -2.312
H -3.809 -4.411 -3.468
H -1.590 -5.433 -3.937
H 0.452 -4.275 -3.244
H 0.925 -2.665 -4.818
H 2.634 -2.511 -6.567
H 4.891 -1.651 -6.037
H 5.410 -0.911 -3.727
H 3.693 -1.036 -1.980
H 2.964 -4.298 -1.962
H 4.362 -5.134 -0.337
H 3.887 -5.101 2.061
H 3.043 -3.174 3.167
H -0.202 -2.661 0.295
Cl -1.969 2.407 -2.561
C -1.101 3.455 -1.488
C -0.219 2.928 -0.538
C 0.236 3.888 0.368
Cl 1.105 3.375 1.790
C -0.029 5.250 0.287
Cl 0.585 6.359 1.465
C -0.835 5.725 -0.738
Cl -1.174 7.412 -0.880
C -1.395 4.811 -1.618
Cl -2.458 5.381 -2.857
C -1.744 1.176 6.847
C -0.986 2.084 6.121
C -0.987 2.042 4.735
C -1.764 1.106 4.055
C -2.518 0.195 4.789
C -2.505 0.228 6.177
As -1.681 1.096 2.094
C -3.120 -0.153 1.702
C -3.041 -1.537 1.659
C -4.143 -2.277 1.251
C -5.316 -1.630 0.881
C -5.388 -0.246 0.896
C -4.287 0.501 1.298
C -4.208 1.975 1.301
C -5.214 2.848 0.897
C -5.004 4.216 0.965
C -3.802 4.725 1.445
C -2.792 3.860 1.841
C -2.991 2.491 1.750
H -1.739 1.204 7.930
H -0.384 2.824 6.633
H -0.378 2.745 4.179
H -3.132 -0.538 4.278
H -3.099 -0.486 6.735
H -2.122 -2.042 1.926
H -4.081 -3.358 1.213
H -6.173 -2.209 0.559
H -6.295 0.249 0.570
H -6.155 2.465 0.521
H -5.781 4.894 0.634
H -3.645 5.796 1.492
H -1.854 4.256 2.206
```

Kohn-Sham gap (spin up / spin down) = 5.86 / 5.86 eV
E_LUMO (spin up / spin down) = 1.94 / 1.94 eV
charge = -1

***

Listing relative energy (zero: lowest compared OMol25 entry of this formula, charge and spin) for the structures above in their given order: 714.3, 785.1, 0.0, 369.5 kJ/mol.